#one
ORCA calculation (the ωB97M-V functional and the def2-TZVPD basis) on C17H24N2O3S as an isolated structure.

## Properties
HOMO-LUMO gap: 8.919 eV
total charge: 0
2S+1: 1
HOMO: -8.68 eV

```
47
Properties=species:S:1:pos:R:3:lowdin_charge:R:1
C 2.654 2.954 -2.822 -0.04
H 3.261 3.012 -1.897 0.07
C 1.088 2.573 -2.282 -0.19
C 1.126 1.346 -1.605 -0.31
C 1.566 0.313 -2.441 -0.25
C 0.815 -0.181 -3.709 -0.33
N -0.444 -0.422 -3.314 -0.20
S -1.108 -1.826 -2.546 0.72
O -2.442 -2.163 -2.909 -0.26
O 0.032 -2.807 -2.735 -0.37
C -1.024 -1.597 -0.856 -0.40
C -0.126 -2.026 -0.070 0.05
C 0.058 -1.429 1.418 -0.18
C -0.875 -0.770 1.898 -0.22
C -1.856 0.016 0.977 -0.13
C -1.675 -0.508 -0.362 -0.02
H -2.383 0.083 -0.944 0.12
C -2.562 0.990 1.541 -0.17
C -3.214 0.559 3.048 0.03
C -1.798 0.235 3.822 -0.31
O -1.876 0.691 4.950 0.06
N -0.735 -0.469 3.120 0.01
C 0.254 -0.817 4.082 -0.12
C 1.616 -1.270 3.264 -0.07
C 0.790 -2.211 2.255 -0.16
H 1.894 -2.586 1.820 0.18
H 0.769 -2.917 2.898 0.05
H 2.130 -1.599 4.003 0.02
H 2.030 -0.316 2.694 0.16
H 0.571 0.154 4.785 0.18
H -0.173 -1.567 4.728 0.12
H -3.759 1.475 3.396 0.12
H -3.685 -0.358 2.972 0.08
H -3.478 1.241 0.907 0.14
H -2.074 1.997 1.560 0.15
H 0.562 -2.938 -0.314 0.16
H -1.474 -0.207 -4.025 0.25
H 1.298 -1.293 -4.127 0.19
H 0.732 0.565 -4.400 0.08
H 1.590 -0.955 -1.915 0.18
H 2.769 0.180 -2.686 0.16
H 1.950 1.180 -0.875 0.16
H 0.184 1.154 -1.405 0.06
H 0.638 2.679 -3.310 0.13
H 0.751 3.405 -1.885 0.05
H 2.959 2.370 -3.480 -0.06
H 2.676 4.064 -3.223 0.11
```

---

#two
ORCA calculation (the ωB97M-V functional and the def2-TZVPD basis) on C17H24N2O3S as an isolated structure.

## Properties
HOMO-LUMO gap: 8.161 eV
total charge: 0
2S+1: 1
HOMO: -8.64 eV

```
47
Properties=species:S:1:pos:R:3:lowdin_charge:R:1
C 1.678 4.071 0.512 0.02
C 1.012 3.800 -0.811 -0.53
O -0.054 4.244 -1.131 0.13
O 1.734 2.977 -1.639 -0.04
C 1.316 1.598 -1.561 -0.15
C 2.545 0.693 -1.510 -0.08
C 2.338 -0.531 -0.664 -0.10
C 1.339 -1.423 -0.891 -0.22
O 0.549 -1.180 -1.974 -0.04
C -0.835 -1.515 -1.901 -0.14
C -1.620 -0.567 -0.974 -0.34
C -2.672 0.195 -1.783 -0.05
C -2.285 -1.367 0.153 -0.15
C -2.903 -0.563 1.317 -0.41
C -2.778 -1.385 2.607 -0.09
C -2.250 0.803 1.549 -0.07
C 1.168 -2.591 -0.075 0.01
C 1.981 -2.865 0.966 -0.01
C 3.037 -1.966 1.248 -0.36
N 3.940 -2.057 2.224 -0.23
S 4.892 -0.778 2.072 1.00
N 4.238 -0.052 0.807 -0.24
C 3.207 -0.808 0.422 -0.31
H 2.759 4.030 0.407 0.09
H 1.376 3.286 1.207 0.09
H 1.357 5.035 0.891 0.09
H 0.690 1.378 -2.422 0.13
H 0.720 1.451 -0.657 0.12
H 2.847 0.400 -2.515 0.13
H 3.360 1.271 -1.081 0.11
H -0.982 -2.552 -1.603 0.11
H -1.193 -1.428 -2.925 0.13
H -0.897 0.136 -0.558 0.10
H -3.378 0.718 -1.143 0.07
H -3.231 -0.503 -2.409 0.08
H -2.199 0.911 -2.455 0.09
H -3.075 -1.958 -0.320 0.13
H -1.568 -2.074 0.575 0.10
H -3.972 -0.426 1.144 0.13
H -1.721 -1.569 2.812 0.08
H -3.205 -0.861 3.459 0.07
H -3.257 -2.359 2.505 0.08
H -1.165 0.691 1.585 0.08
H -2.557 1.208 2.511 0.08
H -2.503 1.522 0.773 0.07
H 0.377 -3.287 -0.302 0.11
H 1.838 -3.752 1.563 0.12
```

---

Stability comparison, relative energies in eV: #one 14.786; #two 0.000

---

#one
ORCA calculation (the ωB97M-V functional and the def2-TZVPD basis) on a 4-piece molecular cluster, C2H12O3S2 overall.

## Properties
expectation value of S²: 0.755
HOMO-LUMO gap (spin up / spin down): 7.170 / 4.395 eV
total charge: +1
2S+1: 2
HOMO (spin up / spin down): -12.39 / -12.39 eV

```
19
Properties=species:S:1:pos:R:3:lowdin_spin:R:1
C -2.447 2.218 3.589 0.03
S -1.364 0.833 2.878 0.41
S -0.087 0.191 4.452 0.47
C 0.197 -1.415 3.852 0.05
H -3.413 1.797 3.943 0.01
H -2.599 2.803 2.590 0.00
H -2.088 2.993 4.300 0.00
H 1.207 -1.949 4.195 0.00
H 0.211 -1.587 2.803 0.00
H -0.518 -1.927 4.288 0.01
H 1.032 2.409 -4.184 0.00
H 2.478 1.590 -4.353 0.00
O 1.701 1.962 -4.750 0.00
H 0.499 -0.442 -5.437 0.00
H 1.693 -0.473 -6.414 0.00
O 0.900 -0.977 -6.116 0.00
H 0.133 -2.876 -1.965 0.00
H 1.516 -2.811 -1.556 0.00
O 0.948 -2.341 -2.114 0.00
```

---

#two
ORCA calculation (the ωB97M-V functional and the def2-TZVPD basis) on a 4-piece molecular cluster, C2H12O3S2 overall.

## Properties
expectation value of S²: 0.755
HOMO-LUMO gap (spin up / spin down): 8.449 / 4.813 eV
total charge: +1
2S+1: 2
HOMO (spin up / spin down): -13.47 / -13.47 eV

```
19
Properties=species:S:1:pos:R:3:lowdin_spin:R:1
C 1.051 1.785 -3.173 0.03
C 1.295 1.320 -1.759 0.05
S 0.878 -0.457 -1.476 0.53
S -1.174 -0.348 -1.364 0.34
H 1.431 2.833 -3.487 0.01
H 1.450 1.262 -4.037 0.00
H 0.056 1.497 -3.479 0.00
H 2.235 1.341 -1.399 0.00
H 0.482 1.800 -1.202 0.01
H -1.523 -1.298 -2.442 0.03
H 0.774 1.048 3.759 0.00
H 0.125 2.304 2.907 0.00
O 0.404 1.396 2.812 0.00
H 1.790 -1.159 1.646 0.00
H 0.616 -0.306 1.832 0.00
O 1.044 -1.120 2.230 0.01
H -2.095 -1.467 3.636 0.00
H -2.658 -1.584 4.916 0.00
O -2.951 -1.777 4.007 0.00
```

---

Stability comparison, relative energies in eV: #one 0.000; #two 0.541

---

#one
ORCA calculation (the ωB97M-V functional and the def2-TZVPD basis) on a 2-piece molecular cluster, C5H11NO overall.

## Properties
expectation value of S²: 0.751
HOMO-LUMO gap (spin up / spin down): 2.913 / 8.052 eV
total charge: -1
2S+1: 2
HOMO (spin up / spin down): 1.05 / -4.28 eV

```
18
Properties=species:S:1:pos:R:3:lowdin_spin:R:1
C -2.311 -0.126 0.136 0.04
N -0.653 2.099 0.942 0.02
C -0.042 0.920 0.468 0.04
C -0.793 -0.142 0.100 0.09
C 2.438 0.402 0.284 0.21
C 1.365 0.842 0.969 0.10
H -2.698 0.134 1.134 0.00
H -2.675 -1.109 -0.141 0.01
H -2.669 0.712 -0.468 0.01
H -1.446 2.384 0.366 0.01
H -0.046 2.895 1.047 0.01
H -0.353 -0.905 -0.521 0.03
H 2.427 0.213 -0.782 0.06
H 3.407 0.225 0.726 0.03
H 1.503 0.917 2.044 0.01
H 0.934 -2.783 -2.752 0.08
H 1.091 -3.244 -1.395 0.08
O 0.519 -3.433 -2.158 0.18
```

---

#two
ORCA calculation (the ωB97M-V functional and the def2-TZVPD basis) on an isolated ion of composition C5H11NO and charge -1.

## Properties
expectation value of S²: 0.756
HOMO-LUMO gap (spin up / spin down): 6.127 / 5.660 eV
total charge: -1
2S+1: 2
HOMO (spin up / spin down): -2.41 / -2.40 eV

```
18
Properties=species:S:1:pos:R:3:lowdin_spin:R:1
C -1.686 -0.374 -1.311 0.00
C -1.918 -0.203 0.150 0.01
N -1.033 0.807 0.756 0.08
C 0.510 0.620 1.224 0.61
C 1.290 -0.526 0.816 0.07
C 2.567 0.324 -0.170 0.12
O -3.362 -0.191 0.151 0.01
H -2.323 0.536 -1.695 0.00
H -0.742 -0.420 -1.865 0.00
H -2.122 -1.394 -1.492 0.00
H -0.900 1.469 -0.001 0.02
H 0.490 1.006 2.229 0.04
H -1.536 -1.060 0.635 0.00
H 1.792 -0.975 1.657 0.01
H 0.911 -1.243 0.063 0.00
H 1.762 0.792 -0.783 0.01
H 3.278 -0.288 -0.808 0.01
H 3.021 1.119 0.444 0.01
```

---

Stability comparison, relative energies in eV: #one 0.000; #two 2.473

---

#one
ORCA calculation (the ωB97M-V functional and the def2-TZVPD basis) on a 4-piece molecular cluster, C2H11NO4 overall.

## Properties
structure (SMILES): CC(N)=O.O.O.O
HOMO-LUMO gap: 10.744 eV
total charge: 0
2S+1: 1
HOMO: -10.08 eV

```
18
Properties=species:S:1:pos:R:3:lowdin_charge:R:1
C 1.013 -1.823 -0.227 0.00
C 0.728 -0.745 0.795 -0.55
N -0.478 -0.110 0.552 0.14
O 1.475 -0.329 1.653 0.04
H 0.176 -1.985 -0.903 0.07
H 1.210 -2.773 0.271 0.09
H 1.890 -1.580 -0.813 0.09
H -1.218 -0.626 0.083 0.08
H -0.813 0.654 1.134 0.10
O -2.006 -0.563 -2.010 -0.07
H -1.502 0.272 -1.965 -0.01
H -2.671 -0.433 -2.689 0.04
O 0.248 1.687 2.971 -0.08
H 1.099 1.243 2.848 0.01
H 0.214 2.293 3.732 0.05
O -0.098 1.527 -1.996 -0.07
H 0.548 2.208 -2.259 0.07
H 0.187 1.086 -1.176 0.02
```

---

#two
ORCA calculation (the ωB97M-V functional and the def2-TZVPD basis) on a 4-piece molecular cluster, C2H11NO4 overall.

## Properties
structure (SMILES): CC(N)=O.O.O.O
HOMO-LUMO gap: 10.729 eV
total charge: 0
2S+1: 1
HOMO: -10.06 eV

```
18
Properties=species:S:1:pos:R:3:lowdin_charge:R:1
C -1.851 -1.723 -1.009 -0.01
C -1.229 -0.542 -0.272 -0.56
N -1.721 0.694 -0.448 0.16
O -0.435 -0.842 0.632 -0.02
H -1.706 -2.488 -0.236 0.08
H -1.331 -1.775 -2.013 0.10
H -2.957 -1.480 -1.192 0.10
H -2.644 0.849 -0.834 0.11
H -1.228 1.598 -0.210 0.08
O 3.473 -1.014 -0.699 -0.07
H 2.675 -0.883 -0.222 -0.03
H 4.241 -0.990 -0.057 0.07
O -0.358 2.561 0.889 -0.11
H 0.304 1.811 1.052 0.03
H 0.070 3.363 0.522 0.07
O 1.612 0.641 1.213 -0.10
H 1.060 -0.069 0.819 -0.01
H 2.023 0.290 2.064 0.11
```

---

Stability comparison, relative energies in eV: #one 0.000; #two 0.750